Arrangement a

{"formula": "C3H7O2S", "method": "ωB97M-V with the def2-TZVPD basis set", "mol_weight_g_mol": 107.154, "homo_energy_ev": -3.81, "multiplicity": 1, "homo_lumo_gap_ev": 6.924, "charge": -1, "symbols": ["C", "S", "C", "H", "H", "H", "H", "H", "H", "O", "C", "O", "H"], "coordinates": [[-2.3325, 0.1077, 0.4658], [-1.1724, -1.0542, 1.1879], [0.0990, 0.1582, 1.5319], [-2.4884, 1.0044, 1.1341], [-1.9587, 0.3958, -0.4110], [-3.4491, -0.3286, 0.2404], [-0.0011, 0.6099, 2.4779], [0.2396, 0.8032, 0.7011], [1.1296, -0.3942, 1.6622], [3.2385, -0.7711, -3.2294], [2.5363, -0.3394, -2.2487], [1.2780, -0.0652, -2.2413], [2.8812, -0.1263, -1.2708]], "mulliken_charge": [-0.796, -0.071, -0.854, 0.261, 0.322, 0.229, 0.370, 0.284, 0.247, -0.696, 0.102, -0.650, 0.251]}

---

Arrangement b

{"formula": "C3H7O2S", "method": "ωB97M-V with the def2-TZVPD basis set", "mol_weight_g_mol": 107.154, "homo_energy_ev": -4.09, "multiplicity": 1, "homo_lumo_gap_ev": 7.318, "charge": -1, "symbols": ["C", "S", "C", "H", "H", "H", "H", "H", "H", "O", "C", "O", "H"], "coordinates": [[0.0928, 0.6980, -1.7562], [-0.0988, 2.2441, -0.8768], [-0.2432, 1.5583, 0.7897], [-0.7434, 0.0322, -1.4965], [1.0016, 0.1964, -1.4270], [0.1509, 0.8594, -2.8405], [0.6483, 1.0042, 1.0532], [-0.3469, 2.4304, 1.4366], [-1.0909, 0.8902, 0.8877], [-0.4646, -1.4663, 0.6592], [0.1553, -2.4542, 1.0877], [-0.1700, -3.2727, 1.9651], [1.1088, -2.7200, 0.5177]], "mulliken_charge": [-0.664, -0.149, -0.703, 0.204, 0.230, 0.298, 0.233, 0.299, 0.249, -0.496, -0.076, -0.656, 0.230]}

---

Arrangement c

{"formula": "C3H7O2S", "method": "ωB97M-V with the def2-TZVPD basis set", "mol_weight_g_mol": 107.154, "homo_energy_ev": -2.87, "multiplicity": 1, "homo_lumo_gap_ev": 6.740, "charge": -1, "symbols": ["O", "C", "C", "C", "S", "H", "H", "H", "H", "H", "H", "H", "O"], "coordinates": [[1.9199, 2.4623, -0.2400], [1.2918, 1.6269, -1.0082], [-0.2439, 1.5290, -1.1217], [-0.7621, 0.0291, -0.9111], [-0.4656, -1.0476, 0.7005], [1.7746, 0.9765, -1.7799], [-0.4211, 1.8884, -2.0659], [-0.7695, 2.2656, -0.4443], [-0.3401, -0.7253, -1.7666], [-1.8820, 0.0436, -0.9160], [-0.5692, -3.0746, 3.7807], [0.3327, -2.6087, 2.5729], [0.1345, -3.3652, 3.1997]], "mulliken_charge": [-0.551, 0.101, -0.374, -0.746, -0.599, 0.259, 0.340, 0.238, 0.177, 0.217, 0.295, 0.285, -0.644]}

---

The most stable arrangement is arrangement b, and the next structure is 114.1 kJ/mol less stable.

---

Arrangement a

{"formula": "C3H7N4O", "method": "ωB97M-V with the def2-TZVPD basis set", "mol_weight_g_mol": 115.116, "homo_energy_ev": -13.02, "multiplicity": 1, "homo_lumo_gap_ev": 9.103, "charge": 1, "symbols": ["C", "C", "C", "N", "N", "N", "N", "O", "H", "H", "H", "H", "H", "H", "H"], "coordinates": [[1.3549, -1.1117, -2.8196], [0.9800, -0.4297, 0.4942], [-2.3491, 1.7600, 0.7386], [0.9294, -0.8909, -1.7293], [0.3202, -0.4456, -0.7648], [2.2242, -0.8500, 0.6023], [-2.1720, 0.5270, 0.7906], [0.1873, -0.0466, 1.4513], [1.7896, -1.4339, -3.7041], [-1.6043, 2.4209, 1.2684], [-3.2826, 2.2218, 0.5323], [2.9030, -0.7725, -0.1849], [2.7777, -0.9545, 1.4925], [-1.2456, 0.2254, 1.2981], [-2.8126, -0.2197, 0.5343]], "mulliken_charge": [-0.154, 0.707, -0.159, 0.026, -0.422, -0.407, -0.103, -0.743, 0.540, 0.243, 0.313, 0.231, 0.277, 0.403, 0.247]}

---

Arrangement b

{"formula": "C3H7N4O", "method": "ωB97M-V with the def2-TZVPD basis set", "mol_weight_g_mol": 115.116, "homo_energy_ev": -12.96, "multiplicity": 1, "homo_lumo_gap_ev": 9.234, "charge": 1, "symbols": ["C", "C", "C", "N", "N", "N", "N", "O", "H", "H", "H", "H", "H", "H", "H"], "coordinates": [[1.3625, 1.9859, 0.4782], [0.1504, 1.3696, -0.0278], [1.8384, -1.1022, -0.1165], [1.4687, 1.5365, -0.6911], [-0.1961, 0.0118, 0.3337], [0.7334, -0.8533, 0.2220], [-2.6629, -0.7892, -0.0857], [2.9706, -1.6135, 0.0149], [1.8845, 2.4581, 1.2742], [-0.7039, 1.9422, -0.3594], [-1.2422, -0.3363, 0.1717], [-2.8799, -1.5826, 0.5078], [-2.8141, -1.0661, -1.0495], [-3.3212, -0.0493, 0.1333], [3.4118, -1.9115, -0.8058]], "mulliken_charge": [-0.108, 0.022, 0.361, -0.495, -0.124, 0.051, -0.893, -0.343, 0.335, 0.398, 0.539, 0.285, 0.284, 0.278, 0.411]}

---

The most stable arrangement is arrangement a, and the next structure is 159.4 kJ/mol less stable.

---

Arrangement a

{"formula": "CHFI2", "method": "ωB97M-V with the def2-TZVPD basis set", "mol_weight_g_mol": 285.825, "homo_energy_ev": -9.55, "multiplicity": 1, "homo_lumo_gap_ev": 8.992, "symbols": ["C", "F", "I", "I", "H"], "coordinates": [[0.0412, 0.0656, 0.1510], [-0.5225, 0.6704, 1.1462], [-0.1370, -2.0356, 0.1763], [-0.8334, 0.8932, -1.6485], [1.4517, 0.4064, 0.1751]], "mulliken_charge": [-0.335, -0.135, 0.120, 0.067, 0.283]}

---

Arrangement b

{"formula": "CHFI2", "method": "ωB97M-V with the def2-TZVPD basis set", "mol_weight_g_mol": 285.825, "homo_energy_ev": [-9.86, -8.57], "multiplicity": 1, "homo_lumo_gap_ev": [8.685, 7.996], "symbols": ["C", "F", "I", "I", "H"], "coordinates": [[-0.3506, 0.0968, 0.1935], [-1.4355, 0.8319, 0.0288], [0.1035, -0.1706, 2.1886], [-0.3643, -1.5437, -1.1505], [2.0469, 0.7856, -1.2604]], "mulliken_charge": [-0.098, -0.138, 0.121, 0.092, 0.023]}

---

The most stable arrangement is arrangement a, and the next structure is 299.8 kJ/mol less stable.

---

Arrangement a

{"formula": "C2H9NOS2", "method": "ωB97M-V with the def2-TZVPD basis set", "mol_weight_g_mol": 127.234, "homo_energy_ev": [-0.48, -3.58], "multiplicity": 2, "homo_lumo_gap_ev": [3.581, 6.673], "charge": -1, "symbols": ["C", "S", "S", "H", "H", "H", "H", "N", "C", "O", "H", "H", "H", "H", "H"], "coordinates": [[-1.3908, -1.7397, 0.9122], [-0.3736, -2.6042, 2.1736], [-0.9695, -1.3369, 3.9890], [-2.3325, -2.2858, 0.8044], [-1.4104, -0.7081, 1.2360], [-0.8554, -1.7900, -0.0425], [-1.9459, -2.1312, 4.4491], [0.6298, 0.9937, -2.3309], [1.5023, 2.0161, -1.8036], [2.1182, 1.6477, -0.6142], [0.3664, 0.2547, -1.7135], [-0.1440, 1.3681, -2.8420], [0.9401, 2.9585, -1.6570], [2.3318, 2.2747, -2.4704], [1.5335, 1.0824, -0.0903]], "mulliken_charge": [-0.669, -0.400, -0.584, 0.267, 0.250, 0.093, 0.042, -0.533, -0.056, -0.510, 0.207, 0.203, 0.202, 0.195, 0.291]}

---

Arrangement b

{"formula": "C2H9NOS2", "method": "ωB97M-V with the def2-TZVPD basis set", "mol_weight_g_mol": 127.234, "homo_energy_ev": [-1.23, -2.48], "multiplicity": 2, "homo_lumo_gap_ev": [4.331, 5.571], "charge": -1, "symbols": ["C", "S", "S", "H", "H", "H", "H", "N", "C", "O", "H", "H", "H", "H", "H"], "coordinates": [[2.1805, 0.7432, 0.1778], [2.2231, 1.1612, 1.9904], [0.7286, 1.2373, 3.7432], [1.2482, 0.2146, -0.0534], [2.8413, -0.0780, -0.1555], [2.3443, 1.6097, -0.4657], [-0.0636, 0.2775, 3.2726], [-2.2993, -0.4921, -1.6698], [-1.0255, -0.2046, -1.0609], [-0.4117, -1.3428, -0.4085], [-2.2282, -1.3859, -2.1514], [-3.0338, -0.5788, -0.9713], [-0.3180, -0.0450, -1.8757], [-1.0309, 0.6565, -0.3963], [-1.1551, -1.7729, 0.0242]], "mulliken_charge": [-0.310, -0.365, -0.506, -0.308, 0.272, 0.253, 0.010, -0.593, -0.261, -0.546, 0.267, 0.245, 0.243, 0.329, 0.269]}

---

The most stable arrangement is arrangement a, and the next structure is 25.2 kJ/mol less stable.

---

Arrangement a

{"formula": "C2H12O4", "method": "ωB97M-V with the def2-TZVPD basis set", "mol_weight_g_mol": 100.114, "homo_energy_ev": -8.27, "multiplicity": 1, "homo_lumo_gap_ev": 8.413, "symbols": ["O", "H", "H", "O", "H", "H", "O", "H", "H", "C", "C", "O", "H", "H", "H", "H", "H", "H"], "coordinates": [[9.6906, -17.9112, -2.2792], [10.6113, -18.1439, -2.3994], [9.4606, -18.2758, -1.4246], [9.4368, -18.8140, -0.4792], [9.6973, -18.2844, 0.2745], [8.9397, -19.5398, -0.1021], [10.4215, -18.0253, 1.2735], [10.9661, -18.8033, 1.1537], [9.8792, -18.2271, 2.0360], [10.0751, -21.3183, 1.0806], [8.7475, -20.5718, 1.4763], [8.0148, -20.1029, 0.4138], [10.6812, -21.4951, 1.9692], [10.6794, -20.7018, 0.4152], [9.9780, -22.2819, 0.5806], [8.9236, -19.7553, 2.1767], [8.2181, -21.3482, 2.0285], [7.4689, -20.8285, 0.1021]], "mulliken_charge": [-0.802, 0.210, 0.589, -0.890, 0.400, 0.427, -0.638, 0.377, 0.334, -0.955, -0.427, -0.403, 0.331, 0.275, 0.348, 0.105, 0.374, 0.347]}

---

Arrangement b

{"formula": "C2H12O4", "method": "ωB97M-V with the def2-TZVPD basis set", "mol_weight_g_mol": 100.114, "homo_energy_ev": -9.82, "multiplicity": 1, "homo_lumo_gap_ev": 10.318, "symbols": ["C", "O", "C", "H", "H", "H", "H", "H", "H", "H", "H", "O", "H", "H", "O", "H", "H", "O"], "coordinates": [[-1.5495, 0.4936, 0.1229], [-0.6660, -0.5646, 0.1511], [-2.7989, 0.1011, -0.4338], [-1.0489, 1.2764, -0.3976], [-1.7047, 0.9779, 1.1603], [0.2296, -0.3033, 0.4789], [-2.7576, -0.0988, -1.5788], [-3.5226, 0.8287, -0.3178], [-2.9819, -0.9009, 0.0725], [1.1347, -0.6189, -1.4288], [1.0960, -1.3253, -2.8444], [1.5679, -0.7098, -2.2917], [2.3911, 1.8326, -0.0905], [3.2541, 0.6947, -0.7117], [2.6016, 0.8652, -0.0025], [1.6189, -0.9811, 3.5138], [1.8641, -0.5851, 2.0141], [1.2720, -0.9822, 2.5839]], "mulliken_charge": [-0.023, -0.495, -1.065, 0.304, 0.213, 0.165, 0.232, 0.384, 0.242, 0.387, 0.290, -0.638, 0.318, 0.326, -0.631, 0.300, 0.293, -0.604]}

---

The most stable arrangement is arrangement b, and the next structure is 404.2 kJ/mol less stable.

---

Arrangement a

{"formula": "C2H12O4", "method": "ωB97M-V with the def2-TZVPD basis set", "mol_weight_g_mol": 100.114, "homo_energy_ev": -10.33, "multiplicity": 1, "homo_lumo_gap_ev": 10.457, "symbols": ["C", "O", "C", "H", "H", "H", "H", "H", "H", "H", "H", "O", "H", "H", "O", "H", "H", "O"], "coordinates": [[-0.0122, 3.2427, 1.6033], [0.7478, 2.0917, 1.2109], [-1.2717, 2.9085, 2.4045], [0.6881, 3.8669, 2.1668], [-0.3172, 3.8038, 0.7135], [0.3082, 1.2724, 1.4469], [-1.2639, 3.4883, 3.3330], [-2.1734, 3.2530, 1.9191], [-1.4239, 1.9020, 2.8077], [0.5170, -0.8392, -2.5988], [1.5877, -1.9166, -3.0733], [0.7368, -1.5126, -3.2446], [0.0053, -3.6501, -4.1599], [-1.2508, -3.5316, -4.9876], [-0.4312, -4.0362, -4.9241], [0.6048, -2.9623, 1.5678], [1.6167, -4.1040, 1.7009], [1.3318, -3.2766, 2.1139]], "mulliken_charge": [-0.074, -0.529, -1.005, 0.219, 0.216, 0.289, 0.267, 0.267, 0.350, 0.314, 0.325, -0.634, 0.319, 0.312, -0.636, 0.312, 0.322, -0.634]}

---

Arrangement b

{"formula": "C2H12O4", "method": "ωB97M-V with the def2-TZVPD basis set", "mol_weight_g_mol": 100.114, "homo_energy_ev": -10.10, "multiplicity": 1, "homo_lumo_gap_ev": 10.834, "symbols": ["C", "C", "H", "H", "H", "H", "H", "H", "O", "H", "H", "O", "H", "H", "O", "H", "H", "O"], "coordinates": [[-0.7683, -0.2957, 5.7039], [-1.8848, 0.4413, 5.5317], [-0.2240, -0.2458, 6.6606], [-0.3226, -0.8074, 4.8115], [-2.2865, 0.7249, 6.5225], [-2.4136, 0.4733, 4.5941], [2.5372, -0.2973, 0.0365], [3.3989, 0.0838, -1.1347], [2.7321, -0.5587, -0.8696], [0.6987, 0.0742, -3.6819], [0.2496, 0.4643, -5.0645], [0.1216, 0.6995, -4.1393], [1.8463, 1.7436, -2.8664], [2.0784, 2.1101, -1.3435], [2.4700, 1.7415, -2.1372], [-2.4208, -2.1729, -4.8658], [-3.3512, -2.2936, -3.8184], [-2.4608, -1.8852, -3.9394]], "mulliken_charge": [-0.435, -0.476, 0.223, 0.212, 0.211, 0.264, 0.296, 0.332, -0.625, 0.331, 0.325, -0.678, 0.316, 0.316, -0.619, 0.307, 0.309, -0.610]}

---

The most stable arrangement is arrangement a, and the next structure is 78.9 kJ/mol less stable.